{"formula": "C34H22BrN8O3SSc", "method": "ωB97M-V with the def2-TZVPD basis set", "molar_mass_g_mol": 747.5, "relative_energy_kj_mol": 21.4, "charge": 0, "spin_multiplicity": 1, "energy_ev": -155260.421, "elements": ["Sc", "O", "C", "O", "C", "C", "C", "N", "C", "C", "C", "C", "C", "C", "C", "N", "C", "C", "C", "C", "C", "N", "H", "H", "H", "H", "H", "H", "H", "H", "H", "H", "C", "C", "C", "C", "C", "C", "C", "C", "C", "S", "C", "N", "H", "H", "H", "H", "H", "H", "H", "H", "O", "N", "C", "C", "N", "C", "N", "Br", "C", "C", "C", "C", "C", "N", "H", "H", "H", "H"], "positions_angstrom": [[0.39091, -0.03049, -0.26588], [2.78596, -5.59039, -4.02719], [2.69015, -5.60711, -2.79188], [2.87688, -6.49142, -1.94273], [2.23653, -4.24798, -2.18345], [2.07741, -4.10635, -0.81367], [1.65705, -2.89286, -0.30377], [1.38825, -1.84728, -1.09688], [1.55334, -1.97061, -2.42034], [1.97964, -3.15481, -2.99411], [1.23625, -0.75535, -3.20290], [1.50934, -0.65193, -4.55908], [1.19013, 0.51903, -5.22270], [0.60519, 1.55784, -4.51796], [0.36424, 1.38403, -3.16839], [0.67352, 0.25800, -2.52070], [1.48860, -2.63246, 1.14191], [1.80408, -3.57990, 2.10838], [1.66568, -3.25542, 3.44347], [1.22374, -1.98750, 3.78813], [0.92151, -1.10332, 2.77345], [1.03772, -1.41005, 1.47716], [2.29049, -4.97519, -0.20622], [2.11307, -3.28982, -4.05867], [1.97434, -1.47207, -5.08440], [1.39988, 0.61757, -6.27943], [0.34047, 2.48944, -4.99679], [-0.09636, 2.16021, -2.57415], [2.16213, -4.55395, 1.81268], [1.90839, -3.98222, 4.20713], [1.11215, -1.68451, 4.81901], [0.57147, -0.10713, 3.00325], [0.15834, 2.71153, 2.12963], [-0.96959, 1.74270, 2.31173], [-1.77365, 1.89712, 3.46611], [-2.76330, 1.00598, 3.72840], [-3.03053, -0.02877, 2.80723], [-4.07839, -0.95053, 3.02166], [-4.34416, -1.89922, 2.07660], [-3.59595, -1.93427, 0.88934], [-2.56227, -1.05643, 0.64274], [-1.75649, -1.09166, -0.91655], [-2.23425, -0.09403, 1.64240], [-1.16712, 0.76343, 1.44193], [-0.04278, 3.62295, 2.69008], [0.32345, 2.96246, 1.08828], [1.09529, 2.29025, 2.50046], [-1.56539, 2.71813, 4.13804], [-3.36656, 1.08853, 4.62488], [-4.65932, -0.88113, 3.93256], [-5.14245, -2.61396, 2.22626], [-3.83241, -2.66019, 0.12207], [1.73802, 1.48810, 0.18136], [2.73416, 0.90945, -0.46345], [3.81003, 1.60657, -0.57197], [3.91355, 2.93428, -0.02462], [3.99534, 3.99293, 0.41227], [4.92387, 1.03849, -1.27603], [5.82555, 0.60192, -1.83671], [0.44228, 4.70332, -1.12138], [-1.31003, 4.09996, -0.71493], [-2.23031, 5.01439, -0.22492], [-3.50673, 4.54957, 0.04469], [-3.80710, 3.21607, -0.19501], [-2.80405, 2.39235, -0.67497], [-1.56163, 2.82155, -0.91596], [-1.95322, 6.04609, -0.06731], [-4.25974, 5.22545, 0.42863], [-4.79622, 2.81985, -0.01368], [-2.97840, 1.34077, -0.87312]]}


{"formula": "H12O6", "method": "ωB97M-V with the def2-TZVPD basis set", "molar_mass_g_mol": 108.1, "smiles": "O.O.O.O.O.O", "relative_energy_kj_mol": 99.4, "charge": 0, "spin_multiplicity": 1, "energy_ev": -12480.083, "elements": ["O", "H", "H", "O", "H", "H", "O", "H", "H", "O", "H", "H", "O", "H", "H", "O", "H", "H"], "positions_angstrom": [[1.72593, 1.15660, -1.47917], [0.84805, 0.84197, -1.34934], [1.83934, 0.92306, -2.38794], [2.09706, -0.74300, 0.83909], [1.72421, -1.60558, 1.01649], [1.75820, -0.70967, -0.08315], [-0.82470, -1.96786, 1.40828], [-1.20591, -2.24779, 2.21477], [-1.31852, -1.17263, 1.02808], [0.43193, 1.35067, 1.05789], [1.08623, 0.62520, 1.10341], [0.70885, 1.91975, 0.38019], [-1.90787, 0.40798, 0.47408], [-2.63977, 0.29440, 1.07723], [-1.18529, 1.04078, 0.66755], [-0.73583, -0.21734, -1.88734], [-0.83802, 0.24079, -2.71660], [-1.56390, -0.13732, -1.36352]]}


{"formula": "C22H27Cl2N3O2W", "method": "ωB97M-V with the def2-TZVPD basis set", "molar_mass_g_mol": 620.2, "relative_energy_kj_mol": 0.0, "charge": 4, "spin_multiplicity": 1, "energy_ev": -58644.958, "elements": ["W", "C", "N", "C", "C", "C", "N", "C", "C", "C", "C", "C", "C", "C", "O", "C", "C", "C", "N", "C", "C", "C", "C", "C", "C", "C", "O", "H", "H", "H", "H", "H", "H", "H", "H", "H", "H", "H", "H", "H", "H", "H", "H", "H", "H", "H", "H", "H", "H", "H", "H", "H", "Cl", "C", "Cl", "H", "H"], "positions_angstrom": [[0.34168, 0.04359, -0.01279], [2.10959, 2.16086, -1.17172], [1.34998, 1.96176, 0.13310], [2.41423, 2.07531, 1.20589], [1.94836, 1.99265, 2.64427], [0.96613, 0.88845, 3.05456], [0.63873, -0.19984, 2.06447], [0.56837, -1.39662, 2.66383], [0.00932, -2.59577, 2.18709], [-0.03142, -3.73502, 3.01496], [-0.75622, -4.84813, 2.61561], [-1.47380, -4.82658, 1.41937], [-1.45340, -3.71051, 0.56786], [-0.68881, -2.64108, 0.95425], [-0.56430, -1.52442, 0.19525], [0.36911, 3.13554, 0.21564], [-0.75910, 3.05794, 1.23318], [-1.74206, 1.87069, 1.06504], [-1.39751, 1.06170, -0.13349], [-2.23308, 1.01827, -1.16366], [-2.01322, 0.40706, -2.41398], [-3.03966, 0.39864, -3.38321], [-2.80052, -0.13481, -4.63538], [-1.53638, -0.63543, -4.95295], [-0.47712, -0.60491, -4.03302], [-0.74332, -0.10826, -2.78830], [0.22329, 0.02617, -1.81690], [2.65731, 3.10168, -1.10048], [1.42222, 2.22160, -2.00976], [2.82477, 1.35513, -1.32394], [2.89750, 3.04357, 1.06313], [3.16780, 1.32014, 0.98448], [1.53985, 2.95026, 2.96193], [2.86570, 1.87421, 3.22374], [0.00646, 1.32002, 3.34326], [1.35087, 0.40444, 3.95024], [0.93890, -1.43928, 3.68664], [0.49413, -3.73685, 3.96332], [-0.78284, -5.72965, 3.24328], [-2.06804, -5.68796, 1.13793], [-2.01306, -3.69800, -0.35821], [-0.04402, 3.24703, -0.78675], [0.97091, 4.02528, 0.41216], [-1.31239, 3.98955, 1.09804], [-0.39387, 3.09188, 2.25492], [-2.76444, 2.23438, 0.96519], [-1.72526, 1.20632, 1.92966], [-3.18465, 1.52824, -1.01894], [-4.01146, 0.81237, -3.13943], [-3.58817, -0.14873, -5.37741], [-1.35688, -1.04707, -5.93917], [0.51258, -0.94685, -4.30541], [2.80603, -1.06460, 0.06724], [3.10488, -2.51454, -1.08201], [1.67083, -2.99289, -1.93566], [3.44735, -3.30489, -0.42173], [3.87743, -2.17701, -1.76603]]}